# C5H16B2Br4Na4O3

A structure of composition C5H16B2Br4Na4O3 (ωB97M-V with the def2-TZVPD basis set, the OMol25 dataset).

Output
- Electronic energy: -11420.56752 hartree
- Energy relative to the best compared isomer or geometry (same formula, charge and spin): 0.00 kcal per mole
- Kohn-Sham gap: 2.572 eV
- HOMO: -5.27 eV

```
34
Properties=species:S:1:pos:R:3:nbo_charge:R:1
Na -5.4682 -10.8949 -18.2438 0.90
Na -5.5676 -14.4931 -18.6885 0.53
Na -1.9625 -13.4543 -20.1964 0.94
Na -1.7863 -9.9256 -18.5791 0.92
C -2.4340 -10.9274 -15.9818 0.90
O -2.5931 -11.7560 -15.0849 -0.64
O -1.2924 -10.5508 -16.2063 -0.75
O -3.4412 -10.6193 -16.5804 -0.88
B -3.9580 -11.5751 -20.0761 -0.85
H -4.2801 -10.5767 -20.3287 0.01
H -3.1548 -11.4953 -19.3601 0.00
H -4.6880 -12.2184 -19.6097 -0.12
H -3.5999 -12.0182 -20.9924 -0.02
B -0.1497 -11.4300 -19.6526 -0.89
H 0.4908 -10.5943 -19.8884 0.02
H -1.0700 -11.3391 -20.2084 -0.08
H 0.3325 -12.3532 -19.9346 -0.02
H -0.3941 -11.4195 -18.6017 -0.01
Br -2.0526 -11.9092 -24.6345 -0.02
C -3.9545 -12.5411 -24.0783 -0.42
C -5.0182 -12.1072 -25.0940 -0.46
Br -4.5484 -12.6456 -26.9143 -0.01
H -4.2317 -12.1862 -23.0856 0.24
H -3.9290 -13.5843 -23.7632 0.22
H -5.2451 -11.0436 -25.1680 0.23
H -6.0000 -12.5703 -24.9955 0.23
Br -2.6857 -7.2269 -20.5128 -0.03
C -4.6574 -6.8658 -20.0188 -0.40
C -4.6521 -5.9340 -18.8112 -0.44
Br -3.9449 -6.9402 -17.1890 -0.01
H -5.1427 -7.7842 -19.6883 0.21
H -5.0850 -6.4051 -20.9093 0.23
H -5.5673 -5.4969 -18.4120 0.24
H -4.0211 -5.0738 -19.0343 0.23
```